[1]
110
Properties=species:S:1:pos:R:3:forces:R:3 method="wB97M-V/def2-TZVPD" charge=+2 multiplicity=4 max_force_ev_per_a=0.7 s2=3.81 relative_energy_kcal_mol=81.7 homo_energy_ev="-12.70 / -13.53" total_energy_ha=-5535.35009
Re 0.212 -0.148 -0.081 0.03 -0.38 -0.49
Cl -2.053 -6.894 2.606 0.03 0.00 -0.01
C -1.240 -5.626 1.793 0.10 -0.16 0.04
C -1.861 -4.437 1.596 0.02 0.27 -0.09
C -1.192 -3.408 0.881 0.17 0.02 0.04
N -1.789 -2.287 0.569 -0.59 -0.19 -0.33
C -1.536 -1.303 -0.166 0.14 -0.04 0.11
O -3.921 -0.318 0.241 0.18 0.07 0.04
C -1.715 -1.362 -1.620 -0.11 0.03 0.03
C -2.669 -1.942 -2.424 0.00 0.02 -0.06
C -2.380 -2.013 -3.782 0.01 -0.02 -0.01
C -1.158 -1.540 -4.246 -0.04 0.00 -0.02
C -0.262 -0.958 -3.364 0.08 0.04 0.07
N -0.559 -0.833 -2.069 0.04 -0.12 0.00
C 0.194 -3.520 0.462 0.07 -0.04 0.10
C 0.777 -4.773 0.678 -0.05 0.31 0.03
C 0.086 -5.797 1.306 -0.03 -0.05 0.06
Cl 0.881 -7.287 1.514 0.00 -0.04 0.02
N 0.859 -2.369 0.001 0.09 -0.12 0.05
C 2.110 -2.558 -0.544 0.14 0.02 -0.14
O 2.611 -3.586 -0.949 -0.17 -0.09 0.09
C 2.960 -1.318 -0.628 -0.23 0.01 -0.03
C 4.330 -1.447 -0.758 0.01 -0.06 -0.07
C 5.108 -0.306 -0.826 0.04 0.06 -0.01
C 4.481 0.933 -0.795 0.08 -0.05 0.01
C 3.112 0.981 -0.675 0.01 -0.25 0.04
N 2.351 -0.127 -0.570 0.17 0.41 0.04
H -2.872 -4.263 1.937 0.02 0.01 -0.04
H -3.589 -2.318 -1.998 0.03 0.00 -0.01
H -3.086 -2.460 -4.469 0.00 0.02 0.01
H -0.895 -1.615 -5.292 -0.01 -0.01 0.02
H 0.694 -0.579 -3.694 0.02 0.01 0.00
H 1.788 -4.965 0.372 0.07 -0.04 -0.04
H 4.748 -2.443 -0.810 -0.01 0.01 0.00
H 6.184 -0.379 -0.912 -0.02 0.00 -0.01
H 5.042 1.854 -0.871 -0.01 -0.02 0.01
H 2.599 1.928 -0.656 0.06 0.00 0.05
C -1.197 1.475 0.187 -0.28 -0.15 -0.29
Si -1.823 1.428 1.953 -0.07 0.02 0.01
C -0.116 1.252 2.700 0.17 -0.04 0.20
N 0.696 0.150 2.070 0.20 -0.09 0.23
C 0.348 -1.147 2.803 0.00 0.13 0.10
C 1.555 -1.921 3.299 0.03 -0.01 -0.01
C 2.432 -1.098 4.248 0.02 0.02 -0.01
C 2.540 0.367 3.779 -0.08 -0.08 0.00
C 2.157 0.469 2.314 -0.11 -0.02 0.11
C -2.977 0.051 2.439 0.00 -0.13 0.17
C -2.986 -0.334 3.788 0.02 -0.03 -0.01
C -3.761 -1.387 4.243 0.01 -0.01 -0.02
C -4.556 -2.086 3.341 -0.02 0.00 0.00
C -4.597 -1.712 2.007 -0.03 0.01 0.08
C -3.831 -0.637 1.584 -0.23 0.10 -0.09
C -2.526 3.059 2.456 -0.04 0.20 0.06
C -3.808 3.150 3.006 -0.02 0.03 -0.01
C -4.326 4.376 3.404 0.01 -0.04 -0.01
C -3.568 5.527 3.262 0.00 0.03 -0.01
C -2.291 5.459 2.718 0.01 -0.02 0.00
C -1.778 4.236 2.318 -0.04 0.00 -0.03
H -0.745 2.467 0.206 -0.08 0.15 0.08
H -1.994 1.523 -0.564 0.05 -0.02 0.09
H -0.112 1.139 3.786 0.08 0.01 -0.03
H 0.387 2.201 2.489 -0.02 0.02 -0.04
H -0.240 -1.763 2.143 -0.06 0.07 0.09
H -0.301 -0.888 3.639 0.09 0.02 0.03
H 2.133 -2.293 2.448 0.01 0.03 0.01
H 1.174 -2.806 3.812 0.02 -0.04 -0.03
H 3.422 -1.550 4.300 -0.01 -0.01 0.03
H 2.021 -1.135 5.257 -0.01 0.01 0.00
H 3.557 0.741 3.892 0.01 0.00 -0.01
H 1.911 1.021 4.383 0.02 0.02 0.01
H 2.762 -0.239 1.758 0.03 -0.03 -0.07
H 2.337 1.464 1.910 -0.01 0.03 -0.01
H -2.369 0.205 4.502 -0.03 -0.01 -0.02
H -3.751 -1.660 5.290 0.00 0.00 -0.02
H -5.169 -2.910 3.685 0.01 0.00 0.00
H -5.240 -2.218 1.298 0.01 0.02 0.01
H -3.759 0.627 0.123 -0.10 -0.08 0.01
H -4.410 2.256 3.131 0.01 0.01 0.01
H -5.319 4.430 3.830 0.01 0.00 -0.01
H -3.971 6.482 3.573 0.01 -0.01 0.01
H -1.698 6.359 2.612 -0.01 -0.01 -0.01
H -0.778 4.208 1.891 -0.02 -0.01 0.03
C 3.479 3.298 -3.332 -0.02 0.02 0.00
C 3.117 4.312 -2.250 -0.04 -0.05 -0.02
C 1.620 4.559 -2.035 0.01 -0.06 0.09
C 0.889 3.562 -1.113 0.15 0.31 -0.09
Ge 0.321 1.868 -1.902 0.23 -0.43 0.36
C -1.276 2.130 -2.961 -0.07 0.20 -0.30
C -0.902 2.443 -4.421 -0.18 -0.02 0.06
C -2.128 2.584 -5.325 0.02 0.03 0.03
C -3.009 3.777 -4.971 0.00 0.00 0.00
H 4.557 3.274 -3.496 0.00 0.02 0.00
H 3.013 3.564 -4.283 0.00 -0.01 0.02
H 3.170 2.282 -3.083 -0.03 0.01 -0.02
H 3.573 5.267 -2.514 0.03 0.00 0.01
H 3.572 4.023 -1.294 0.01 0.06 0.01
H 1.114 4.624 -3.003 0.01 0.00 -0.01
H 1.504 5.542 -1.575 -0.01 0.02 -0.02
H -0.055 4.014 -0.797 0.02 0.07 0.00
H 1.474 3.411 -0.200 -0.07 0.05 0.05
H 1.405 1.130 -2.694 0.07 0.17 -0.29
H -1.820 2.969 -2.520 -0.02 -0.01 -0.01
H -1.935 1.262 -2.919 -0.05 -0.06 0.00
H -0.250 1.658 -4.817 0.01 -0.02 0.01
H -0.324 3.371 -4.464 0.03 -0.01 0.00
H -2.715 1.660 -5.269 0.00 0.00 -0.04
H -1.788 2.676 -6.358 -0.01 0.00 0.00
H -3.515 3.647 -4.012 0.03 0.00 0.00
H -3.782 3.930 -5.723 0.00 -0.02 0.01
H -2.418 4.695 -4.918 -0.01 -0.01 -0.01

[2]
58
Properties=species:S:1:pos:R:3:forces:R:3 method="wB97M-V/def2-TZVPD" charge=+1 max_force_ev_per_a=1.7 relative_energy_kcal_mol=0.0 homo_energy_ev=-10.92 total_energy_ha=-2989.47502
Pd -1.474 0.037 -0.284 -1.66 0.38 0.37
O -2.067 -3.073 1.822 0.10 -0.14 -0.08
C -2.362 -2.335 0.934 -0.16 0.08 -0.18
O -1.401 -1.856 0.093 0.22 -0.04 -0.15
C -3.792 -1.926 0.617 0.09 -0.06 0.06
C -3.954 -1.457 -0.828 -0.16 -0.24 0.05
C -5.417 -1.282 -1.204 0.02 0.07 0.03
C -5.810 -0.018 -0.397 0.08 0.08 -0.04
C -4.503 0.340 0.308 -0.29 -0.21 0.18
O -3.517 -0.058 -0.716 0.29 0.17 -0.25
C -4.202 -0.655 1.435 0.51 0.32 0.20
C -3.053 -0.116 2.312 -0.52 -0.21 -0.37
O -3.109 -0.173 3.509 0.16 0.16 0.02
O -2.080 0.463 1.633 0.88 0.03 0.30
H -4.413 -2.790 0.843 -0.06 0.08 0.06
H -3.327 -1.970 -1.549 0.01 0.07 -0.07
H -5.512 -1.108 -2.274 -0.01 -0.03 0.00
H -6.004 -2.160 -0.944 0.01 -0.01 0.01
H -6.129 0.788 -1.055 0.00 -0.01 0.01
H -6.598 -0.200 0.330 0.00 0.01 0.01
H -4.366 1.386 0.559 0.09 0.02 -0.04
H -5.033 -0.810 2.116 -0.16 -0.14 -0.21
Cl -1.546 2.434 -0.625 0.01 -0.12 0.00
C -2.026 2.493 -2.320 0.00 -0.02 -0.09
C -2.567 3.669 -2.795 0.01 0.01 0.06
C -2.936 3.724 -4.130 -0.01 0.00 -0.03
C -2.759 2.620 -4.949 0.00 0.01 0.00
C -2.218 1.454 -4.434 0.01 0.00 0.04
Cl -1.986 0.087 -5.461 -0.02 0.03 -0.02
C -1.837 1.359 -3.092 0.01 -0.11 -0.01
S -1.113 -0.145 -2.530 0.23 -0.26 -0.19
H -2.699 4.518 -2.139 0.00 0.00 0.00
H -3.363 4.632 -4.532 0.00 0.00 0.00
H -3.039 2.652 -5.992 0.00 0.00 0.00
N 5.040 0.206 2.417 0.00 -0.02 0.01
C 6.355 -0.202 2.440 0.00 0.02 0.00
C 7.421 0.109 3.284 -0.01 -0.01 0.00
C 8.624 -0.493 2.993 0.01 -0.01 -0.01
C 8.772 -1.373 1.901 0.00 0.01 0.02
C 7.718 -1.675 1.073 -0.01 -0.01 0.00
C 6.485 -1.075 1.351 0.02 -0.01 -0.01
N 5.280 -1.195 0.694 -0.01 0.01 0.01
C 4.453 -0.428 1.353 0.02 0.00 -0.01
C 3.058 -0.266 0.963 -0.02 -0.01 0.00
C 2.573 -1.017 -0.112 0.02 0.03 0.04
C 1.266 -0.880 -0.501 0.02 -0.01 0.03
N 0.446 -0.016 0.122 0.33 0.03 0.25
C 0.877 0.695 1.170 -0.05 0.10 0.03
C 2.176 0.597 1.611 0.04 -0.02 -0.03
H 4.600 0.810 3.087 0.00 0.00 0.00
H 7.314 0.782 4.124 0.00 0.00 0.00
H 9.482 -0.285 3.617 0.00 0.00 0.00
H 9.741 -1.818 1.718 0.00 0.00 0.00
H 7.824 -2.350 0.235 0.00 0.00 0.00
H 3.230 -1.706 -0.620 -0.01 0.00 -0.01
H 0.853 -1.464 -1.308 -0.01 -0.01 0.01
H 0.152 1.328 1.664 -0.01 -0.05 0.02
H 2.470 1.192 2.463 -0.01 0.02 -0.01

[3]
14
Properties=species:S:1:pos:R:3:forces:R:3 method="wB97M-V/def2-TZVPD" charge=-1 max_force_ev_per_a=2.3 relative_energy_kcal_mol=81.4 homo_energy_ev=-1.43 total_energy_ha=-593.04315
C 0.203 -1.526 2.724 0.48 1.29 -1.82
O -0.071 -2.020 1.420 -0.28 -1.31 0.33
H 0.863 -2.179 3.296 -0.51 -0.22 0.37
H 0.724 -0.570 2.580 0.11 0.00 0.38
H -0.769 -1.233 3.104 -0.02 -0.52 0.81
C -1.483 1.058 -1.778 0.72 -0.26 -0.38
S 0.399 1.014 -1.550 -0.24 -0.05 -0.56
C 0.748 0.700 0.061 0.57 0.88 0.93
H -1.989 1.696 -1.055 0.06 -0.24 0.27
H -1.694 -0.007 -1.718 -0.77 0.15 0.26
H -1.728 1.415 -2.786 0.16 -0.04 -0.03
H 1.016 1.574 0.655 -0.09 -0.07 0.09
H 0.626 -1.781 0.799 -0.03 0.13 0.16
H 0.802 -0.225 0.620 -0.15 0.23 -0.79

[4]
162
Properties=species:S:1:pos:R:3:forces:R:3 method="wB97M-V/def2-TZVPD" charge=-1 max_force_ev_per_a=3.6 homo_energy_ev=-7.71 total_energy_ha=-9163.86350
As 0.865 -0.385 0.044 -0.06 0.40 0.15
F 1.537 -2.025 0.271 -0.60 1.22 -0.38
F -0.391 -1.001 -1.104 1.29 0.48 1.14
F 0.152 1.259 -0.070 0.77 -1.25 -0.04
F 2.158 0.230 1.169 -1.46 -0.53 -1.07
F 1.953 -0.049 -1.342 -1.03 -0.39 1.28
F -0.266 -0.665 1.414 1.03 0.07 -1.00
C -2.290 -1.281 6.298 0.28 -0.06 -1.34
C -2.726 -1.102 7.747 -0.74 -1.55 0.44
C -3.403 0.216 7.815 1.24 0.85 0.50
O -2.574 0.936 6.901 -0.97 1.45 -0.21
C -2.453 0.156 5.699 -0.01 0.27 1.15
H -2.845 -1.993 5.688 -0.44 -0.03 0.31
H -1.282 -1.694 6.282 0.21 0.48 -0.18
H -1.845 -1.077 8.388 -0.08 -0.02 0.00
H -3.410 -1.858 8.131 0.23 -0.47 -0.13
H -3.282 0.615 8.823 0.31 0.46 -0.07
H -4.484 0.262 7.689 -0.11 -0.18 -1.02
H -1.698 0.656 5.092 0.68 -0.63 0.34
H -3.334 0.311 5.076 -0.56 -0.56 0.17
C 7.396 3.369 0.636 -0.11 0.44 -0.17
C 6.766 3.381 -0.713 -2.66 0.85 -2.03
C 6.248 1.948 -0.989 0.74 1.28 1.42
O 7.321 1.235 -0.426 1.33 -0.99 0.50
C 7.765 1.937 0.793 -0.03 -1.87 -0.91
H 6.657 3.582 1.408 0.32 0.69 0.01
H 8.245 4.048 0.566 -0.09 0.03 0.83
H 7.406 3.780 -1.500 0.37 -0.55 -0.03
H 5.911 4.056 -0.769 -0.15 0.29 0.22
H 5.998 1.695 -2.019 0.61 -0.10 0.01
H 5.370 1.720 -0.383 -0.47 0.27 0.00
H 8.836 1.764 0.891 -0.11 -0.21 0.01
H 7.217 1.499 1.627 0.21 -0.16 0.16
O 3.097 -4.298 -6.456 -1.18 -0.02 -0.52
S 2.355 -3.350 -7.238 -0.77 2.37 -0.24
O 3.029 -2.699 -8.351 -0.87 -0.78 0.88
O 0.916 -3.987 -7.791 2.70 -1.48 1.55
C 0.122 -3.225 -8.641 -0.69 1.63 -0.81
C -0.986 -4.069 -9.261 0.05 -0.26 0.52
C 1.665 -1.979 -6.135 0.57 -1.31 -0.55
H 0.718 -2.727 -9.406 0.22 -0.28 -0.21
H -0.247 -2.407 -8.023 -0.72 0.07 -0.18
H -0.582 -4.905 -9.831 0.14 0.08 -0.02
H -1.644 -3.497 -9.916 0.26 0.26 0.01
H -1.623 -4.493 -8.484 0.05 -0.03 0.10
H 2.511 -1.459 -5.685 0.05 -0.05 -0.31
H 1.076 -2.419 -5.330 -0.04 -0.15 -0.22
H 1.063 -1.324 -6.764 0.20 -0.06 0.09
O -1.706 -6.930 -4.762 -0.48 1.69 2.24
S -1.602 -5.981 -3.644 1.55 0.72 0.58
O -1.664 -4.509 -3.881 -0.38 -3.49 0.66
O -2.643 -6.466 -2.417 1.27 -0.25 -3.29
C -2.918 -5.605 -1.324 0.72 -0.62 0.47
C -4.413 -5.601 -1.195 -1.22 1.91 0.04
C 0.054 -6.375 -2.780 -1.21 -0.04 -1.15
H -2.397 -4.661 -1.483 -0.71 0.44 -0.03
H -2.377 -6.058 -0.494 -0.34 -0.09 0.40
H -5.005 -6.497 -1.382 0.83 -0.43 0.19
H -4.813 -4.886 -1.914 0.10 0.00 -0.47
H -4.783 -5.136 -0.281 0.35 -0.30 0.46
H 0.710 -6.534 -3.635 0.16 0.35 0.11
H -0.024 -7.335 -2.269 -0.38 0.15 0.01
H 0.391 -5.585 -2.109 -0.26 0.08 -0.26
O 4.618 5.526 5.337 -1.13 -1.46 0.69
S 3.993 4.220 5.375 -0.55 -2.01 0.52
O 4.822 3.005 5.398 -1.32 2.12 0.12
O 2.864 4.108 6.670 1.40 1.62 -1.32
C 2.122 2.920 6.880 0.66 -2.11 -0.20
C 1.192 2.981 8.046 0.40 0.97 1.14
C 2.777 4.064 4.053 0.64 -0.38 0.61
H 2.822 2.107 7.076 0.29 -0.03 0.03
H 1.550 2.530 6.038 0.00 0.70 -0.59
H 0.733 2.007 8.212 -0.36 0.18 -0.39
H 0.497 3.819 7.985 -0.41 -0.34 -0.23
H 1.745 3.173 8.966 0.25 0.05 0.05
H 2.018 4.830 4.216 0.32 0.14 -0.42
H 2.322 3.080 4.163 0.12 0.05 -0.01
H 3.349 4.064 3.126 -0.32 0.41 -0.06
O -4.728 5.987 1.611 2.49 -0.10 1.16
S -3.395 6.115 2.212 -0.38 1.19 0.39
O -2.487 7.164 1.713 -1.33 -2.17 0.94
O -3.694 6.400 3.823 0.09 -0.62 -1.33
C -2.614 6.632 4.754 -0.03 0.86 0.08
C -3.117 6.498 6.183 0.58 -0.54 -0.23
C -2.546 4.471 2.305 -0.97 0.45 -0.16
H -2.304 7.673 4.661 0.14 0.03 -0.39
H -1.737 6.019 4.547 -0.18 -0.29 -0.04
H -2.253 6.647 6.831 0.07 0.37 0.05
H -3.423 5.482 6.435 -0.53 0.10 -0.21
H -3.863 7.264 6.394 -0.10 -0.32 0.07
H -2.600 4.065 1.295 0.54 0.24 -0.06
H -3.131 3.774 2.905 -0.32 0.42 0.17
H -1.552 4.531 2.749 -0.04 0.31 -0.49
O -1.138 5.428 -6.443 2.13 0.86 2.14
S -0.024 5.597 -5.476 -0.18 -1.34 0.08
O 1.353 5.546 -5.950 -1.79 0.84 0.53
O -0.243 6.986 -4.521 0.49 -2.15 -1.35
C -1.561 7.527 -4.523 -0.76 1.35 1.15
C -2.673 6.693 -3.896 1.04 -1.04 -1.16
C -0.131 4.276 -4.143 0.08 1.81 -0.79
H -1.764 7.922 -5.519 -0.35 -0.22 0.07
H -1.546 8.349 -3.807 0.85 0.55 -0.42
H -2.724 5.833 -4.563 -1.06 -0.21 0.20
H -3.584 7.287 -3.823 0.01 -0.26 -0.17
H -2.380 6.318 -2.915 -0.01 0.29 0.12
H 0.696 4.429 -3.449 0.12 0.10 -0.31
H -0.037 3.318 -4.653 -0.45 0.13 0.15
H -1.045 4.531 -3.606 -0.14 -0.74 -0.24
O 3.353 -2.120 6.363 2.45 -1.72 -0.10
S 4.573 -2.913 6.070 -0.34 1.96 -1.07
O 5.700 -2.994 6.986 -1.91 -0.60 -0.75
O 4.089 -4.401 5.601 1.28 1.84 0.86
C 2.933 -4.448 4.763 -0.96 -2.12 -0.39
C 1.862 -5.187 5.583 -0.07 0.66 -0.32
C 5.246 -2.275 4.458 -1.18 -0.22 1.35
H 3.236 -5.046 3.904 0.12 -0.24 0.02
H 2.555 -3.541 4.291 0.28 0.49 0.82
H 1.001 -5.424 4.959 -0.15 0.26 0.05
H 1.597 -4.517 6.401 -0.35 -0.09 0.00
H 2.179 -6.130 6.029 0.49 0.11 -0.21
H 4.325 -2.117 3.896 0.31 -0.21 -0.48
H 5.946 -3.006 4.054 -0.18 0.18 -0.01
H 5.675 -1.289 4.635 0.16 -0.23 0.19
O -2.945 0.036 -6.506 -2.12 0.75 2.28
S -4.058 0.420 -5.602 0.02 0.94 -0.81
O -4.009 1.628 -4.741 -0.12 -2.90 -2.19
O -5.396 0.612 -6.596 1.22 -0.78 0.53
C -5.589 -0.454 -7.584 -1.03 0.20 -0.96
C -6.749 -0.005 -8.544 0.94 0.43 1.43
C -4.591 -1.014 -4.563 1.24 1.11 -0.46
H -5.950 -1.369 -7.115 0.24 0.00 0.44
H -4.681 -0.701 -8.134 0.14 0.42 0.21
H -6.846 -0.615 -9.442 0.11 -0.11 0.24
H -6.586 1.038 -8.815 0.02 -0.06 -0.19
H -7.646 -0.040 -7.926 -0.24 -0.03 -0.37
H -5.507 -0.745 -4.038 0.06 -0.10 -0.29
H -3.754 -1.070 -3.867 -0.09 -0.13 0.20
H -4.593 -1.930 -5.155 -0.28 0.24 -0.03
F -8.928 0.569 2.115 -0.92 -0.16 0.47
C -7.687 0.270 1.733 0.65 1.57 -0.69
C -7.131 1.130 0.761 1.30 -2.19 -0.25
C -5.842 0.766 0.299 -1.17 1.79 0.59
C -5.133 -0.220 0.904 0.21 -1.25 1.05
C -5.692 -0.957 1.975 0.40 -0.09 -1.26
C -6.998 -0.749 2.392 0.29 0.78 -0.66
H -7.579 1.940 0.205 -0.72 -0.02 0.61
H -5.382 1.446 -0.403 0.12 -0.26 -0.37
H -4.127 -0.450 0.586 0.10 -0.01 0.00
H -5.065 -1.767 2.319 -0.18 -0.04 0.58
H -7.467 -1.277 3.209 -0.03 -0.11 -0.08
F 8.330 -7.496 -2.069 0.57 -0.50 -0.19
C 7.746 -6.358 -1.704 -2.28 -0.15 1.09
C 6.476 -6.452 -1.098 0.18 0.25 -0.02
C 5.765 -5.296 -0.718 1.36 -0.81 -0.69
C 6.352 -4.083 -1.044 -0.01 0.90 0.14
C 7.595 -3.993 -1.656 -0.29 -0.49 0.95
C 8.320 -5.152 -1.909 0.73 1.41 -1.27
H 6.098 -7.454 -0.961 -0.20 -0.03 0.16
H 4.826 -5.326 -0.184 -0.07 -0.17 -0.14
H 5.867 -3.152 -0.791 -0.24 0.02 0.04
H 8.048 -3.025 -1.812 -0.06 0.03 -0.20
H 9.254 -5.020 -2.435 0.28 -0.42 0.14